(1)
Entry from OMol25: C23H31N3O5 in the gas phase (ωB97M-V with the def2-TZVPD basis set).

Summary:
SMILES: CCOC(=O)c1[nH]ncc1CN1CCC(Cc2cccc(OC)c2)(C(=O)OCC)CC1
Energy relative to the best compared isomer or geometry (same formula, charge and spin): 205.8 kJ/mol
Frontier orbital gap: 8.753 eV
HOMO: -0.2957 hartree
Electronic energy: -39062.565 eV
Molecular weight: 429.5 g mol⁻¹

Geometry as XYZ:
```
62
C23H31N3O5 | OMol25 | ωB97M-V with the def2-TZVPD basis set
C -2.1794 3.5378 0.3713
C -1.7344 2.8320 1.6371
H -1.7291 3.5126 2.4961
H -2.3893 1.9858 1.8730
O -0.4075 2.3358 1.4356
C 0.1293 1.6760 2.4592
O -0.4164 1.5313 3.5333
C 1.4506 1.1225 2.1786
C 2.4075 1.2720 1.1760
C 3.4695 0.4586 1.6102
N 3.1918 -0.1390 2.7550
N 1.9893 0.2715 3.0923
H 1.5325 -0.0438 3.9349
H 4.4153 0.2946 1.1337
C 2.4121 2.1474 -0.0438
N 2.0985 1.5530 -1.3312
C 2.7287 0.2894 -1.6411
C 1.9771 -0.9424 -1.1126
H 2.4701 -1.8398 -1.4891
H 2.0051 -0.9584 -0.0237
C 0.5163 -0.9315 -1.5713
C 0.4580 -1.1974 -3.0719
O 1.3284 -1.7334 -3.7080
O -0.7092 -0.8130 -3.6009
C -0.9154 -1.0920 -4.9859
C -1.3957 -2.5202 -5.1992
H -0.6289 -3.2199 -4.8762
H -1.5993 -2.6831 -6.2536
H -2.3040 -2.7021 -4.6293
H -1.6664 -0.3695 -5.3125
H 0.0234 -0.9253 -5.5242
C -0.1196 0.4147 -1.2174
C 0.7221 1.5716 -1.7640
H 0.2756 2.5241 -1.4724
H 0.7323 1.5219 -2.8601
H -1.1290 0.4702 -1.6257
H -0.1746 0.5034 -0.1333
C -0.2811 -2.1078 -0.9397
C -0.4695 -1.9627 0.5426
C -1.5688 -1.2793 1.0355
C -1.7578 -1.0977 2.4048
C -0.8290 -1.6254 3.2944
C 0.2620 -2.3234 2.8018
C 0.4488 -2.4926 1.4432
H 1.3028 -3.0454 1.0827
H 0.9781 -2.7425 3.4939
H -0.9472 -1.5018 4.3589
O -2.8721 -0.3980 2.7549
C -3.0913 -0.1272 4.1218
H -3.2095 -1.0501 4.6980
H -4.0184 0.4426 4.1625
H -2.2747 0.4707 4.5354
H -2.3116 -0.8742 0.3653
H -1.2599 -2.1490 -1.4226
H 0.2533 -3.0354 -1.1569
H 3.7468 0.3002 -1.2489
H 2.7891 0.2160 -2.7325
H 1.7180 2.9751 0.1127
H 3.4268 2.5603 -0.1332
H -3.1858 3.9230 0.5062
H -1.5111 4.3647 0.1450
H -2.1730 2.8442 -0.4649
```

---

(2)
Entry from OMol25: C23H31N3O5S in the gas phase (ωB97M-V with the def2-TZVPD basis set).

Summary:
SMILES: CCOCCCNC(=O)[C@@H](c1ccc(OC)cc1)N(Cc1cccs1)C(=O)CNC(C)=O
Energy relative to the best compared isomer or geometry (same formula, charge and spin): 173.1 kJ/mol
Frontier orbital gap: 9.147 eV
HOMO: -0.3115 hartree
Electronic energy: -49898.211 eV
Molecular weight: 461.6 g mol⁻¹

Geometry as XYZ:
```
63
C23H31N3O5S | OMol25 | ωB97M-V with the def2-TZVPD basis set
C -4.5006 -0.1511 1.6333
C -4.8869 -1.5238 1.1098
O -3.9661 -1.9080 0.1100
C -4.3688 -3.0436 -0.6213
C -3.3287 -3.3473 -1.6958
H -3.1278 -2.4313 -2.2527
H -3.7392 -4.0900 -2.3803
C -2.0222 -3.8812 -1.1087
N -1.3505 -2.8941 -0.2942
C -0.1690 -2.3631 -0.6507
O 0.4526 -2.7224 -1.6336
C 0.2982 -1.2552 0.3052
C 1.7818 -1.1953 0.5874
C 2.7588 -1.5521 -0.3284
C 4.1042 -1.4179 -0.0261
C 4.4969 -0.9101 1.2054
C 3.5165 -0.5531 2.1332
C 2.1830 -0.6962 1.8261
H 1.4349 -0.4086 2.5501
H 3.8312 -0.1647 3.0887
O 5.7863 -0.7260 1.6025
C 6.8184 -1.0653 0.7091
H 6.8003 -2.1311 0.4592
H 7.7468 -0.8343 1.2292
H 6.7633 -0.4753 -0.2115
H 4.8322 -1.7110 -0.7659
H 2.4797 -1.9637 -1.2847
N -0.1794 0.0283 -0.2248
C -0.9635 0.7901 0.5625
O -1.2758 0.4663 1.6982
C -1.4578 2.1016 -0.0305
N -2.3356 2.7514 0.9087
C -3.5742 3.1686 0.5543
O -3.9564 3.1778 -0.5976
C -4.3996 3.6683 1.7203
H -3.9153 4.5342 2.1660
H -4.4925 2.8917 2.4754
H -5.3862 3.9533 1.3673
H -2.1305 2.5601 1.8797
H -2.0263 1.9281 -0.9497
H -0.6028 2.7463 -0.2665
C 0.2522 0.4153 -1.5525
C 1.1672 1.5997 -1.5782
C 1.1734 2.6174 -2.4831
C 2.1928 3.5656 -2.2430
C 2.9399 3.2556 -1.1549
S 2.4279 1.7947 -0.4041
H 3.7675 3.7941 -0.7382
H 2.3520 4.4373 -2.8516
H 0.4714 2.6906 -3.2944
H 0.7666 -0.4497 -1.9823
H -0.6175 0.6310 -2.1848
H -0.2234 -1.3769 1.2612
H -1.9336 -2.4266 0.3880
H -1.3309 -4.1553 -1.9093
H -2.2269 -4.7667 -0.4965
H -5.3464 -2.8519 -1.0913
H -4.4847 -3.9078 0.0536
H -5.9021 -1.4959 0.6853
H -4.8817 -2.2683 1.9227
H -3.4711 -0.1568 1.9822
H -5.1583 0.1255 2.4528
H -4.5920 0.5833 0.8370
```

---

(3)
Entry from OMol25: a molecular structure, C23H32Cl2N2RuS5 at a distorted geometry (ωB97M-V with the def2-TZVPD basis set).

Summary:
Energy relative to the best compared isomer or geometry (same formula, charge and spin): 93.1 kJ/mol
Net charge: +1
Frontier orbital gap (alpha / beta): 6.629 / 6.187 eV
HOMO (alpha / beta): -0.3811 / -0.3817 hartree
Electronic energy: -109148.139 eV
Spin multiplicity: 2
Molecular weight: 668.8 g mol⁻¹

Geometry as XYZ:
```
65
C23H32Cl2N2RuS5 | OMol25 | ωB97M-V with the def2-TZVPD basis set
Ru -0.2494 -0.0378 0.2958
C -0.1266 -1.4354 -2.6232
N 0.3778 -1.6617 -1.2434
C 1.8550 -1.6755 -1.2305
C 2.3673 -0.2833 -1.3701
N 2.0018 0.5084 -0.1932
C 2.0711 1.9467 -0.5552
C 2.8636 0.1850 0.9415
C 4.1264 0.7528 1.0697
C 4.9421 0.4148 2.1345
C 4.4892 -0.5014 3.0775
C 3.2323 -1.0671 2.9431
C 2.4082 -0.7254 1.8692
S 0.8101 -1.4695 1.7657
C -0.1838 -2.9342 -0.7762
C 0.4191 -4.1501 -1.0592
C -0.2080 -5.3307 -0.6886
C -1.4400 -5.2892 -0.0498
C -2.0329 -4.0646 0.2301
C -1.3940 -2.8886 -0.1412
S -2.1333 -1.3259 0.1585
H 0.2371 -2.2342 -3.2725
H 0.1929 -0.4721 -3.0063
H -1.2124 -1.4643 -2.6098
H 2.2580 -2.2729 -2.0527
H 2.1769 -2.1266 -0.2970
H 1.9315 0.2080 -2.2403
H 3.4518 -0.3045 -1.5092
H 3.0212 2.2034 -1.0300
H 1.9551 2.5628 0.3319
H 1.2766 2.1600 -1.2660
H 4.4849 1.4646 0.3357
H 5.9228 0.8606 2.2243
H 5.1123 -0.7744 3.9189
H 2.8696 -1.7821 3.6732
H 1.3696 -4.1913 -1.5766
H 0.2600 -6.2788 -0.9166
H -1.9460 -6.2071 0.2205
H -2.9894 -4.0114 0.7363
C -2.2343 4.3051 -3.9046
C -1.5963 3.0433 -4.4789
S -0.9616 1.8657 -3.2649
C -2.4747 1.2032 -2.5309
C -3.0173 1.9568 -1.3223
S -1.8775 2.2753 0.0596
C -0.9210 3.7360 -0.4770
C -1.6995 4.8642 -1.1743
S -1.1466 5.2863 -2.8463
H -3.1404 4.0726 -3.3465
H -2.5140 4.9679 -4.7250
H -0.7260 3.2974 -5.0843
H -2.3106 2.5121 -5.1115
H -2.2165 0.1938 -2.2259
H -3.2383 1.1468 -3.3108
H -3.8152 1.3749 -0.8560
H -3.4357 2.9144 -1.6156
H -0.1022 3.4033 -1.0974
H -0.5193 4.1037 0.4686
H -1.5496 5.7877 -0.6175
H -2.7718 4.6901 -1.2096
Cl -1.8562 0.2119 2.9009
C -0.5081 1.0629 3.6383
Cl 0.4772 1.8347 2.3521
H 0.1214 0.3445 4.1453
H -0.8795 1.8405 4.2930
```

---

(4)
Entry from OMol25: 2 unconnected molecules or ions with the total composition C23H32ClN5O3 at a distorted geometry (ωB97M-V with the def2-TZVPD basis set).

Summary:
SMILES: CN(C)Cc1ccn2c1[nH]c(=O)c1c(Cl)cccc12.CC[C@H](C)[C@H](NC(C)=O)C(=O)NC
Frontier orbital gap: 7.942 eV
HOMO: -0.2845 hartree
Electronic energy: -50486.667 eV
Molecular weight: 462.0 g mol⁻¹

Geometry as XYZ:
```
64
C23H32ClN5O3 | OMol25 | ωB97M-V with the def2-TZVPD basis set
O 5.1025 -0.1713 2.3073
O -4.3872 -1.1987 -3.4792
O -0.3049 1.4868 -2.4565
Cl 6.2962 0.2353 -0.3215
C 4.0289 0.2855 1.9458
C -3.4700 -1.4861 -4.2346
C -0.4503 0.4401 -3.0747
C -0.2367 1.7558 2.8115
C 0.3090 2.1072 1.6004
C 1.8101 0.8027 2.6777
C 0.7194 0.8950 3.4992
C 3.1928 2.3324 -1.7392
C 4.4257 1.7032 -1.5733
C 2.2460 2.2723 -0.7196
C 4.7306 1.0173 -0.3933
C 3.7819 0.9680 0.6537
C 2.5224 1.5957 0.4765
N 3.0188 0.1455 2.8656
N 1.5720 1.5206 1.5109
N 0.5017 0.1219 -3.9659
N -0.5787 0.5258 5.6236
N -2.1950 -1.1743 -3.9999
C -3.7533 -2.2338 -5.5156
C 0.6488 -1.0387 -4.8457
C -1.8541 -0.0199 5.1193
C -0.4048 0.3060 7.0721
C 0.6346 0.2111 4.8420
C -2.6273 0.3074 0.1230
C -0.4869 -2.3577 -1.7169
C -1.4262 -0.5660 -0.2593
C -1.6187 -1.3223 -1.5924
C -1.7295 -0.3991 -2.8369
H -1.2012 2.0731 3.1967
H -0.1615 2.7384 0.8528
H 2.9609 2.8630 -2.6585
H 5.1629 1.7398 -2.3696
H 1.2841 2.7520 -0.8723
H 3.3045 -0.1486 3.7918
H 1.2475 0.8002 -3.9912
H -1.5117 -1.4562 -4.6792
H -4.8125 -2.4870 -5.5463
H -3.1612 -3.1457 -5.5459
H -3.5086 -1.5966 -6.3627
H 1.6733 -1.0813 -5.2215
H 0.4505 -1.9632 -4.3036
H -0.0244 -0.9500 -5.7002
H -1.9137 -1.0939 5.3231
H -2.6978 0.4747 5.6109
H -1.9597 0.1202 4.0411
H -1.2880 0.6485 7.6208
H -0.2549 -0.7574 7.2856
H 0.4612 0.8621 7.4455
H 0.6924 -0.8725 4.6946
H 1.5189 0.5096 5.4147
H -2.4652 0.7276 1.1152
H -3.5339 -0.2977 0.1415
H -2.7469 1.1263 -0.5857
H -0.6455 -2.9846 -2.5930
H -0.4873 -3.0060 -0.8398
H 0.4828 -1.8623 -1.7801
H -0.5270 0.0474 -0.2979
H -1.2897 -1.2946 0.5412
H -2.5523 -1.8810 -1.5057
H -2.5134 0.3281 -2.6266
```

---

(5)
Entry from OMol25: a molecular structure, C23H32CrF6N6O11P2S3Se (ωB97M-V with the def2-TZVPD basis set).

Summary:
Energy relative to the best compared isomer or geometry (same formula, charge and spin): 46.8 kJ/mol
Net charge: -1
Frontier orbital gap (alpha / beta): 8.227 / 8.240 eV
HOMO (alpha / beta): -0.2231 / -0.2181 hartree
Electronic energy: -216995.166 eV
Spin multiplicity: 2
Molecular weight: 971.6 g mol⁻¹

Geometry as XYZ:
```
85
C23H32CrF6N6O11P2S3Se | OMol25 | ωB97M-V with the def2-TZVPD basis set
Cr -0.0613 0.2482 -0.2168
S -2.7450 3.5316 1.1939
C -2.2355 3.9953 -0.3995
C -2.5734 5.1279 -1.1293
C -2.0059 5.2872 -2.3793
C -1.1166 4.3348 -2.8882
C -0.7883 3.2050 -2.1667
C -1.3636 3.0334 -0.9111
N -1.1408 1.9737 -0.0479
C -1.7730 2.1163 1.0843
C -1.5301 1.1275 2.1216
C -2.1086 1.1555 3.3874
C -1.7614 0.1740 4.2988
C -0.8576 -0.8205 3.9311
C -0.3046 -0.8445 2.6580
C -0.6163 0.1396 1.7218
H -3.2555 5.8671 -0.7291
H -2.2492 6.1628 -2.9676
H -0.6769 4.4875 -3.8662
H -0.1103 2.4541 -2.5487
H -2.8136 1.9332 3.6611
H -2.1902 0.1773 5.2930
H -0.5862 -1.5845 4.6508
H 0.3858 -1.6378 2.3952
C -0.6819 -3.3552 -1.8854
N -1.1440 -2.4135 -2.8867
C -2.1454 -2.9717 -3.7945
P -0.6613 -0.8599 -3.1463
O -0.0154 0.1804 -2.2560
O 1.3983 -1.8647 -2.8232
P 2.1083 -1.6676 -1.5118
O 1.2452 -1.1928 -0.3297
N 2.7677 -3.0873 -0.9633
C 2.8242 -3.4745 0.4313
C 3.7098 -3.7711 -1.8255
N 3.3938 -0.6736 -1.8519
C 4.3638 -0.3936 -0.8048
C 3.2123 0.4204 -2.7961
N -0.3007 -0.6585 -4.7365
C 0.4734 -1.6422 -5.4708
C -0.1900 0.7081 -5.2244
H -1.5527 -3.9261 -1.5534
H -0.2884 -2.8433 -1.0146
H 0.0760 -4.0372 -2.2795
H -3.0506 -3.2304 -3.2437
H -1.7391 -3.8686 -4.2766
H -2.4126 -2.2555 -4.5666
H 2.0716 -2.9332 0.9970
H 3.8076 -3.2696 0.8759
H 2.6328 -4.5483 0.5238
H 3.5353 -3.4896 -2.8630
H 3.5788 -4.8538 -1.7359
H 4.7503 -3.5291 -1.5703
H 4.4716 -1.2599 -0.1527
H 4.0800 0.4601 -0.1926
H 5.3379 -0.1850 -1.2561
H 2.5599 0.0942 -3.6017
H 4.1855 0.6945 -3.2130
H 2.7750 1.3074 -2.3276
H 0.3287 -2.6289 -5.0379
H 1.5447 -1.4221 -5.4393
H 0.1381 -1.6548 -6.5117
H -0.8373 1.3647 -4.6458
H -0.5104 0.7451 -6.2682
H 0.8392 1.0805 -5.1591
O -2.2230 -0.2057 -3.1673
Se -3.0551 -0.3187 -1.6153
O -4.0525 -1.5624 -1.7183
O -1.8239 -0.6884 -0.5491
O -3.6831 1.1316 -1.3835
F 3.9105 2.8305 -0.7772
C 3.1437 3.6349 -0.0486
F 2.4834 4.4459 -0.8773
F 3.9153 4.3731 0.7417
S 1.8915 2.6941 0.9701
O 1.6674 1.4944 0.1519
O 0.8129 3.6194 1.1058
N 2.5249 2.4355 2.3631
S 3.8943 1.7453 2.7360
O 4.3582 2.2624 3.9843
O 4.8066 1.6179 1.6338
C 3.4062 0.0142 3.1333
F 4.5091 -0.6829 3.4336
F 2.5849 -0.0287 4.1803
F 2.8131 -0.5659 2.0936
```

---

(6)
Entry from OMol25: a molecular structure, C23H32HoNO4 at a distorted geometry (ωB97M-V with the def2-TZVPD basis set).

Summary:
Frontier orbital gap (alpha / beta): 8.099 / 8.123 eV
HOMO (alpha / beta): -0.2809 / -0.2818 hartree
Electronic energy: -59848.338 eV
Spin multiplicity: 5
Molecular weight: 551.4 g mol⁻¹

Geometry as XYZ:
```
61
C23H32HoNO4 | OMol25 | ωB97M-V with the def2-TZVPD basis set
O 0.4084 -0.2075 -3.6823
C 0.3594 1.0479 -4.5588
C 0.2656 0.2408 -5.8318
H 1.2785 1.6544 -4.4848
H -0.5171 1.6865 -4.3660
C 0.3096 -0.9983 -4.9088
H 1.1526 0.3287 -6.4487
H -0.6719 0.2837 -6.3658
C 1.5609 -1.7746 -5.2478
H 2.4345 -1.1375 -5.0844
H 1.5309 -2.0837 -6.3040
H 1.6534 -2.6745 -4.6385
C -0.9420 -1.8583 -4.9346
H -1.8358 -1.3462 -4.5630
H -0.8311 -2.7576 -4.3206
H -1.1506 -2.2093 -5.9547
Ho 0.0696 -0.3381 1.8370
C -2.0730 -0.9020 3.3353
C -2.0238 0.4996 3.5825
C -2.3099 1.1823 2.3576
H -1.9028 0.9850 4.5460
C -2.6518 0.1788 1.3920
C -2.4222 -1.1080 1.9806
H -2.6285 -2.0461 1.4618
H -1.9595 -1.6651 4.1040
H -2.3583 2.2645 2.2056
H -3.2373 0.3576 0.4851
C 0.9884 -2.1560 3.2916
C 0.1111 -2.8305 2.3994
C 0.6231 -2.6914 1.0701
H -0.7600 -3.4120 2.6939
C 1.8543 -1.9507 1.1506
C 2.0892 -1.6475 2.5322
H 3.0026 -1.2146 2.9480
H 0.9048 -2.0772 4.3769
H 0.2296 -3.1657 0.1729
H 2.5652 -1.7588 0.3466
O 0.4437 0.2936 -0.7008
C -0.7489 -0.2121 -1.3392
C -1.7097 0.9306 -1.6189
H -1.2332 -1.0619 -0.8043
H -0.4103 -0.6076 -2.3115
C -0.7491 2.1150 -1.6650
H -2.4155 1.0934 -0.7922
H -2.2887 0.7470 -2.5268
C 0.3030 1.7654 -0.6098
H -1.2531 3.0836 -1.4873
H -0.2334 2.1325 -2.6456
H -0.0157 2.1108 0.4114
H 1.2811 2.1699 -0.8829
O 1.4601 1.6244 1.9642
C 1.3726 1.6613 3.2264
C 1.9551 2.6671 4.1914
C 1.5057 2.1232 5.5425
C 0.7264 0.8534 5.2521
O 0.2210 0.0768 6.0440
N 0.6876 0.6903 3.8582
H 3.0530 2.6612 4.1345
H 1.6144 3.6824 3.9345
H 2.4018 1.8644 6.1187
H 0.9160 2.8367 6.1313
```

---

(7)
Entry from OMol25: 2 unconnected molecules or ions with the total composition C23H32I2NO8P2S at a distorted geometry (ωB97M-V with the def2-TZVPD basis set).

Summary:
Net charge: -1
Frontier orbital gap: 2.968 eV
HOMO: -0.0863 hartree
Electronic energy: -87851.521 eV
Molecular weight: 798.3 g mol⁻¹

Geometry as XYZ:
```
69
C23H32I2NO8P2S | OMol25 | ωB97M-V with the def2-TZVPD basis set
C -1.5335 -1.7782 -4.9943
C -1.1246 -1.4786 -3.9164
C -0.6335 -1.1410 -2.5923
I 1.4789 -0.7152 -2.8380
C -0.7911 -2.4028 -1.6867
C -1.5433 -2.0582 -0.3982
C -0.9358 -0.8621 0.3572
C 0.4673 -1.3397 0.8448
I 1.7843 0.2511 1.4707
C 0.3862 -2.3600 1.9944
C 1.8110 -2.8470 2.3652
P -2.1416 -0.7658 1.8381
C -3.8007 -0.2349 1.2145
C -1.6070 0.5482 3.0448
C -2.6265 1.6586 3.3280
N -0.8324 0.3458 -0.5968
C -1.1665 1.6557 0.0141
C -0.9022 2.8691 -0.8611
C -1.1216 4.1311 0.0011
C -1.8583 5.2502 -0.6921
O -2.8066 5.7846 -0.1904
O -1.3780 5.6682 -1.8994
C -1.2824 0.1424 -2.0224
P -3.0371 0.4468 -2.5250
O -2.9005 0.9041 -4.0595
O -3.8419 -0.9191 -2.6351
S -4.0795 1.7798 -1.5958
H -1.9425 -1.9484 -5.9624
H -1.3580 -3.1683 -2.2103
H 0.1710 -2.8473 -1.4542
H -1.5318 -2.9290 0.2469
H -2.5941 -1.9070 -0.6487
H 1.0316 -1.8231 0.0488
H -0.1397 -3.2617 1.6906
H -0.0104 -1.9028 2.8969
H 1.7699 -3.9055 2.6288
H 2.2097 -2.3377 3.2345
H 2.5064 -2.8024 1.5250
H -4.5234 -0.7191 1.8661
H -3.9865 -0.6086 0.2119
H -3.9553 0.8381 1.1847
H -0.6387 0.9808 2.8164
H -1.4752 -0.0025 3.9762
H -2.1707 2.4064 3.9771
H -3.4959 1.2660 3.8500
H -2.9300 2.1978 2.4322
H 0.1978 0.4292 -0.7358
H -2.1690 1.7032 0.4225
H -0.4898 1.7582 0.8598
H -1.4725 2.8819 -1.7878
H 0.1546 2.8409 -1.1488
H -0.1483 4.5201 0.3022
H -1.6557 3.8735 0.9110
H -1.2532 4.8909 -2.4586
H -0.7278 0.8935 -2.5899
H -2.0203 1.2630 -4.2322
H -4.6518 -0.8096 -2.1142
C 5.5603 -0.8852 -0.6884
C 6.8864 -0.4477 -0.4948
C 7.5163 -0.8439 0.8716
O 8.6951 -0.5778 1.1223
C 6.6825 -1.5141 1.8214
C 5.3698 -1.9265 1.6204
C 4.7866 -1.6190 0.2204
O 3.6262 -2.0036 -0.0969
O 4.6281 -2.5104 2.4467
O 7.5626 0.2008 -1.3011
H 5.0603 -0.6525 -1.6288
H 7.1553 -1.7068 2.7800
```